(1)
Below is a single C3H6N2O molecule in a non-equilibrium geometry, with properties calculated with ωB97M-V/def2-TZVPD.

Each line ends with the natural charge from an NBO analysis.
Element x y z (Å)
C: 0.00 -0.37 0.23  0.4248
N: -0.46 -1.27 -0.71  -0.7847
N: 0.56 -0.94 1.37  -0.7967
C: -0.10 1.56 -0.80  0.3338
C: -0.50 0.90 0.43  -0.4592
O: -0.71 1.21 -1.84  -0.6320
H: 0.25 -1.95 -0.97  0.3635
H: -0.78 -0.79 -1.55  0.4309
H: 1.29 -0.42 1.83  0.3976
H: 0.65 -1.94 1.35  0.3766
H: 0.29 2.58 -0.71  0.1343
H: -0.50 1.43 1.37  0.2109

- Energy above the lowest of the compared OMol25 structures with the same formula, charge and spin: 58.9 kcal per mole
- Kohn-Sham gap: 8.93 eV
- SMILES string: NC(N)=CC=O
- Total energy: -8234.143 eV
- LUMO energy: 0.769 eV
- Total charge: 0



(2)
Below is a single C3H6N2O molecule, with properties calculated with ωB97M-V/def2-TZVPD.

Each line ends with the natural charge from an NBO analysis.
Element x y z (Å)
C: 1.65 0.25 0.64  -0.4442
N: 0.53 0.81 -0.09  -0.4595
C: -0.44 0.07 -0.43  0.3252
N: -0.54 -1.30 -0.51  -0.8128
C: -1.69 0.89 -0.32  0.3893
O: -2.62 0.53 0.36  -0.5220
H: 2.02 -0.73 0.30  0.1674
H: 2.48 0.96 0.65  0.2088
H: 1.30 0.13 1.67  0.2096
H: -1.39 -1.68 -0.91  0.4034
H: 0.29 -1.85 -0.64  0.3956
H: -1.59 1.91 -0.72  0.1393

- Energy above the lowest of the compared OMol25 structures with the same formula, charge and spin: 40.4 kcal per mole
- Kohn-Sham gap: 9.88 eV
- SMILES string: C/N=C(\N)C=O
- Total energy: -8234.948 eV
- LUMO energy: 0.726 eV
- Total charge: 0



(3)
Below is a single C3H6N2O molecule in a non-equilibrium geometry, with properties calculated with ωB97M-V/def2-TZVPD.

Each line ends with the natural charge from an NBO analysis.
Element x y z (Å)
C: -0.99 -1.21 -1.08  -0.1258
C: -1.92 -1.10 -0.10  -0.3682
C: 1.66 1.31 1.00  -0.4832
N: 0.01 -0.37 -1.58  -0.0871
N: 0.81 0.44 0.36  -0.1299
O: 0.85 0.33 -0.95  -0.0689
H: -1.24 -1.86 -1.92  0.2078
H: -1.91 -0.40 0.72  0.2056
H: -2.82 -1.82 -0.02  0.2049
H: 2.05 0.63 1.72  0.2301
H: 2.44 1.92 0.41  0.1970
H: 1.07 2.12 1.44  0.2179

- Energy above the lowest of the compared OMol25 structures with the same formula, charge and spin: 175.0 kcal per mole
- Kohn-Sham gap (alpha / beta): 8.51 / 8.51 eV
- Total energy: -8229.111 eV
- LUMO energy (alpha / beta): 0.072 / -0.318 eV
- Total charge: 0